Molecular formula: C41H26ClF5HfN3O2P
Method: DFT, the ωB97M-V functional and the def2-TZVPD basis

Structure (XYZ):
```
80
C41H26ClF5HfN3O2P, DFT the ωB97M-V functional and the def2-TZVPD basis
H -3.390 -1.530 4.610
H 3.605 4.001 -2.501
C -1.990 -1.464 6.236
C -3.295 2.762 -3.542
C 3.158 4.091 -0.404
H 3.853 4.897 -0.211
H -4.068 3.236 -4.131
C -2.115 1.149 1.328
C 2.398 -3.293 -0.766
C -1.405 1.742 2.342
H 0.114 -4.544 -2.941
H 2.800 -0.373 -1.538
F -3.291 4.631 3.239
C 2.410 3.558 0.636
C -1.131 2.802 -2.489
H 2.029 2.175 -2.955
C -3.296 1.793 1.014
C -3.473 1.472 -3.073
F -4.836 3.556 1.298
H -3.933 -2.248 -0.533
O -1.719 -1.551 2.620
C 1.483 -2.595 0.038
C -2.350 -1.503 4.905
C -1.731 2.894 3.018
C 0.543 -3.995 -2.115
H 0.317 -1.468 -5.667
H -3.850 -0.852 -2.178
C 2.243 -0.628 -2.433
C 2.193 -1.593 -4.636
H 3.933 -1.538 -3.376
C -1.372 -1.505 3.919
H 0.942 2.104 1.194
C 1.367 2.022 -0.907
F -0.970 3.394 3.981
N 0.139 -2.529 -0.258
C 0.903 -0.257 -2.556
C -2.913 3.519 2.640
O -3.008 -2.183 -0.238
H 2.699 -2.090 -5.452
C -0.014 -1.484 4.286
C -1.281 1.505 -2.021
H 3.641 -1.239 2.282
H 1.989 -1.953 3.678
H 4.484 -3.754 -1.083
H -0.220 3.343 -2.280
P 0.157 0.702 -1.191
Cl -0.219 -1.421 8.280
C 2.128 2.559 -1.947
C 3.018 3.589 -1.692
C 1.945 -1.907 1.183
C -0.641 -1.455 6.611
H 2.561 -4.586 -2.489
H 1.379 -1.500 5.938
C -2.499 0.843 -2.296
N 0.899 -1.428 2.027
C 0.857 -1.244 -4.757
H -4.398 0.949 -3.287
H -1.347 -3.164 -1.522
C 0.336 -1.487 5.648
H 5.268 -2.377 0.803
H -2.750 -1.452 7.005
H -0.815 -0.266 -3.860
C 3.780 -3.217 -0.462
C 0.213 -0.574 -3.724
C -2.128 3.432 -3.232
H -1.974 4.446 -3.575
F -0.248 1.048 2.686
C 1.022 -1.609 3.310
C 1.519 2.526 0.384
C -3.701 2.963 1.638
F -4.139 1.291 0.086
C -0.290 -3.214 -1.304
C 3.285 -1.805 1.430
C 2.885 -1.283 -3.472
C -2.934 -0.437 -1.756
H 2.519 3.943 1.641
C 1.884 -4.021 -1.859
N -2.400 -1.042 -0.772
C 4.211 -2.459 0.589
Hf -0.975 -0.819 0.961
```

Calculated values
Charge   +2
E_LUMO   -6.34 eV
Highest occupied orbital energy   -13.53 eV
Energy above the lowest of the compared OMol25 structures with the same formula, charge and spin   41.5 kJ/mol
Orbital gap   7.189 eV

These are the Mulliken partial charges, in e, on atoms 1 to 2:
1 H 0.51
2 H 0.46